(1)
Density functional theory data (ωB97M-V/def2-TZVPD) for 19 unconnected molecules or ions with the total composition C45H123N5O19 at a distorted geometry.

Geometry as ORCA input:
```
! RIJCOSX wB97M-V def2-TZVPD def2/J DEFGRID3
* xyz 0 1
O -0.22341 -5.97917 3.76089
H -0.26887 -6.62995 3.06043
H -0.46391 -5.15462 3.33839
O -0.14118 -2.50494 6.03939
H 0.50851 -2.90200 5.45932
H -0.69028 -3.23658 6.32120
O -4.04379 -3.41051 0.96934
H -4.04690 -2.88703 1.77070
H -3.16968 -3.79949 0.94018
O -2.58636 -1.79125 4.21940
H -3.39444 -1.28716 4.31500
H -1.95441 -1.34006 4.77912
O 5.10482 -4.12122 2.96552
H 5.25756 -3.52133 2.23542
H 4.65871 -3.58891 3.62420
O 1.03441 -7.47440 -1.34115
H 1.35647 -8.30344 -0.98730
H 0.26630 -7.26834 -0.80845
O 2.92591 -5.55020 1.13518
H 3.37622 -4.95325 1.73277
H 2.37302 -4.98151 0.59933
O -3.13466 -0.76853 -3.67936
H -2.54125 -1.47519 -3.42492
H -2.91830 -0.59137 -4.59480
O 1.82373 -3.88975 -5.18476
H 1.03370 -3.47451 -5.53068
H 2.32231 -3.17085 -4.79639
O -2.47192 -3.77462 -5.41886
H -1.90511 -4.54413 -5.47205
H -2.84396 -3.81106 -4.53767
O 4.18125 -2.01206 4.14117
H 3.46699 -1.85558 4.75888
H 4.67582 -1.19256 4.13355
O 5.77256 -2.70272 0.33210
H 5.13231 -2.51276 -0.35362
H 6.38084 -3.32138 -0.07222
O -2.38883 -4.23607 3.13607
H -2.38297 -3.34897 3.49561
H -2.68465 -4.78684 3.86090
O 4.27921 -2.91370 -1.84418
H 4.47034 -3.60608 -2.47687
H 4.23152 -2.11499 -2.36956
C -7.51909 -0.45922 3.58101
C -6.15881 -0.94813 3.08200
C -6.19052 -0.87799 1.52080
C -6.13634 0.58349 1.02344
C -4.83047 1.23231 1.51275
C -4.50671 1.17104 3.06091
N -4.91980 -0.15639 3.54836
O -4.88004 -0.22091 4.95536
C -2.99136 1.46283 3.27964
C -5.24841 2.30913 3.74601
C -6.08731 -2.48048 3.50956
H -8.34511 -0.99800 3.11680
H -7.69546 0.57762 3.29473
H -7.52120 -0.58776 4.66341
H -5.22969 -1.33064 1.27586
H -7.04570 -1.41023 1.10425
H -7.02171 1.14929 1.31342
H -6.06111 0.72719 -0.05442
H -5.00995 2.24368 1.14802
H -4.01678 0.81694 0.91821
H -2.80027 1.32022 4.34324
H -2.43310 0.78990 2.62879
H -2.64854 2.46422 3.01927
H -6.31635 2.33969 3.52995
H -5.15413 2.41462 4.82678
H -4.83102 3.21137 3.29898
H -6.85808 -3.08309 3.02908
H -6.27479 -2.65051 4.56977
H -5.18357 -3.01020 3.20831
H -5.62953 0.33074 5.19104
C 3.70612 3.30669 0.10149
C 2.74760 3.56839 1.32638
C 2.04868 2.20886 1.65022
C 1.16953 2.17144 2.94091
C 2.02833 2.58234 4.09692
C 2.87271 3.94545 3.86038
N 3.57932 3.89819 2.52890
O 4.41429 4.95625 2.27318
C 1.91226 5.18759 4.17283
C 3.89825 3.84752 5.02867
C 1.66677 4.65314 0.97373
H 4.20537 2.35644 0.29083
H 4.42497 4.09943 -0.10568
H 3.04703 3.25608 -0.76519
H 1.50887 1.70540 0.84820
H 2.81598 1.46749 1.87324
H 0.88882 1.13803 3.14427
H 0.29070 2.73711 2.63140
H 2.76188 1.78151 4.19015
H 1.41027 2.52197 4.99273
H 2.25784 6.13842 3.76714
H 0.86576 5.04959 3.90103
H 1.85058 5.38363 5.24329
H 4.62488 3.05025 4.87222
H 4.49691 4.74517 5.18335
H 3.44769 3.61730 5.99412
H 0.83165 4.76080 1.66590
H 1.36496 4.63631 -0.07351
H 2.24230 5.57035 1.09859
H 5.21219 4.42251 2.26499
C -0.61134 2.15553 -1.51591
C -1.70924 3.21494 -1.82825
C -1.00855 4.27029 -2.63410
C -2.02332 5.16335 -3.39470
C -3.04880 4.36843 -4.22359
C -3.74655 3.26055 -3.42041
N -2.78700 2.50277 -2.58039
O -3.35758 1.50853 -1.78788
C -4.92378 3.83056 -2.60013
C -4.39160 2.21617 -4.40287
C -2.20768 3.88586 -0.47209
H 0.31815 2.58650 -1.14388
H -0.25599 1.72622 -2.45267
H -0.89280 1.41405 -0.76819
H -0.48368 4.98784 -2.00344
H -0.28671 3.87146 -3.34683
H -1.41811 5.80426 -4.03583
H -2.38505 5.85135 -2.63056
H -2.49145 3.86484 -5.01344
H -3.73808 5.04830 -4.72436
H -5.29681 3.03532 -1.95474
H -4.71312 4.69823 -1.97494
H -5.67117 4.17984 -3.31254
H -5.02681 1.53224 -3.83999
H -5.05259 2.65583 -5.14979
H -3.59832 1.62737 -4.86343
H -2.90552 3.21898 0.03426
H -2.78816 4.76779 -0.74293
H -1.43351 4.13949 0.25209
H -3.23538 0.72199 -2.32457
C 2.27463 -0.16672 -2.47812
C 3.37831 0.41163 -3.39134
C 4.37611 1.17056 -2.50470
C 5.67491 1.53435 -3.23484
C 6.32361 0.09882 -3.55221
C 5.40047 -0.70156 -4.54710
N 4.02221 -0.73980 -4.05299
O 3.16916 -1.49034 -4.80160
C 5.44019 -0.10516 -5.96879
C 6.06948 -2.09760 -4.50654
C 2.64651 1.48798 -4.34417
H 2.60651 -0.99621 -1.85370
H 1.33231 -0.47797 -2.92897
H 1.91432 0.50196 -1.69636
H 4.02121 2.11848 -2.10022
H 4.62971 0.55717 -1.64011
H 6.34229 2.17507 -2.65848
H 5.50121 1.95852 -4.22377
H 6.77403 -0.48790 -2.75159
H 7.15255 0.37716 -4.20296
H 5.02284 0.89518 -6.08382
H 6.44873 -0.07077 -6.38083
H 4.88379 -0.64413 -6.73561
H 7.03301 -2.09681 -5.01616
H 6.12179 -2.56435 -3.52292
H 5.60713 -2.84931 -5.14630
H 2.07607 0.99262 -5.12988
H 3.29644 2.22596 -4.81433
H 1.99400 2.12465 -3.74669
H 2.87558 -0.85361 -5.45735
C -1.09914 -4.16742 -0.42210
C -0.50094 -2.83750 -0.92515
C -1.43752 -1.63876 -0.74251
C -1.47841 -1.07417 0.66044
C -0.08167 -0.74404 1.17632
C 1.08410 -1.88524 0.98812
N 0.88856 -2.51101 -0.35760
O 1.77669 -3.57825 -0.64053
C 2.52094 -1.29150 1.16351
C 0.85855 -2.97227 2.10428
C -0.46261 -2.96398 -2.46564
H -1.26154 -4.22273 0.65432
H -0.39187 -4.95378 -0.68577
H -2.00269 -4.48033 -0.94533
H -0.86458 -0.85069 -1.23115
H -2.40828 -1.75526 -1.22432
H -1.89607 -1.81238 1.34507
H -2.10755 -0.19055 0.76764
H -0.13823 -0.40824 2.21176
H 0.12706 0.16327 0.60947
H 2.79589 -0.97418 2.16939
H 3.22234 -2.03514 0.78514
H 2.67121 -0.40337 0.54971
H -0.14877 -3.38421 2.16526
H 1.55478 -3.80768 2.03046
H 1.01730 -2.48944 3.06853
H 0.11017 -3.84982 -2.74003
H 0.00117 -2.12229 -2.97999
H -1.42228 -2.90017 -2.97853
H 2.40966 -3.16091 -1.22940
*
```

## Properties
Energy relative to the best compared isomer or geometry (same formula, charge and spin), kcal/mol: 0.0

(2)
Density functional theory data (ωB97M-V/def2-TZVPD) for 10 unconnected molecules or ions with the total composition H20O10.

Geometry as ORCA input:
```
! RIJCOSX wB97M-V def2-TZVPD def2/J DEFGRID3
* xyz 0 1
O 0.33069 -2.37140 -1.58027
H 1.02797 -1.78020 -1.29652
H -0.27752 -2.39715 -0.84159
O -4.14520 0.70366 1.80815
H -3.49849 0.47620 1.14011
H -4.71940 -0.06067 1.85640
O 1.93273 -0.17861 -2.71158
H 1.90681 0.19784 -3.59126
H 1.94777 0.57896 -2.12669
O -1.16760 -2.61481 0.80069
H -1.24663 -2.43297 1.73712
H -1.48533 -3.51242 0.70287
O 0.63953 2.38422 -1.37464
H 0.18409 3.00643 -0.80751
H 0.98798 2.91974 -2.08741
O 0.67858 0.78585 2.90642
H 0.21838 0.34365 3.61979
H 0.06768 0.75345 2.17022
O -0.10710 0.33708 0.24133
H 0.20903 1.03105 -0.33720
H -0.98656 0.13862 -0.08024
O 3.55736 2.31473 -0.53692
H 3.73415 2.77562 -1.35702
H 2.60603 2.21023 -0.52061
O 1.97881 -1.45290 0.93450
H 1.20099 -0.89903 1.00123
H 2.71067 -0.86069 1.10748
O -2.64058 -0.42829 -0.28272
H -3.32643 -0.85447 -0.79674
H -2.31840 -1.11374 0.30260
*
```

## Properties
Energy relative to the best compared isomer or geometry (same formula, charge and spin), kcal/mol: 65.6

(3)
Density functional theory data (ωB97M-V/def2-TZVPD) for 2 unconnected molecules or ions with the total composition C4H3F2N at a distorted geometry.

Geometry as ORCA input:
```
! RIJCOSX wB97M-V def2-TZVPD def2/J DEFGRID3
* xyz 0 1
C -1.27792 1.57797 0.38789
C 0.68507 0.21320 0.90518
C -0.13195 0.76197 0.06352
C 0.24309 0.40068 -2.04939
N -2.08850 2.34735 0.61661
F -0.83195 -0.08931 -2.68185
F 1.34665 -0.38067 -2.05028
H 1.43524 -0.46299 0.39326
H 0.70729 0.45186 1.99887
H 0.37766 1.44533 -2.20785
*
```

## Properties
Energy relative to the best compared isomer or geometry (same formula, charge and spin), kcal/mol: 68.1

Number 1: E -95006.13375 eV, HOMO -8.22 eV. Number 2: E -20799.76696 eV, HOMO -9.90 eV. Number 3: E -11117.95311 eV, HOMO -10.30 eV.